DFT (ωB97M-V/def2-TZVPD) results for a 5-piece molecular cluster, C35H72N5O6 overall.

Cartesian coordinates (Å):
N (1.780439, -2.065650, 0.149290)
O (1.443242, -0.860621, 0.032602)
O (1.185858, -2.889450, -0.550054)
O (2.726645, -2.426034, 0.865161)
C (-1.639896, 3.961305, 3.359693)
C (-3.145918, 4.169181, 2.847804)
C (-3.632394, 2.652055, 2.825581)
C (-5.152734, 2.539843, 2.707969)
C (-5.696382, 3.172260, 3.906650)
C (-5.462114, 4.657693, 4.130956)
N (-3.974489, 4.961861, 3.860416)
O (-3.490378, 6.205581, 4.286249)
C (-5.725718, 4.909556, 5.645759)
C (-6.499571, 5.399498, 3.228632)
C (-3.225862, 4.844412, 1.513095)
H (-0.971355, 3.694587, 2.541150)
H (-1.540855, 3.343006, 4.251882)
H (-1.245275, 4.944019, 3.617861)
H (-3.324139, 2.041662, 3.674409)
H (-3.213395, 2.071179, 2.003918)
H (-5.411326, 1.480962, 2.711554)
H (-5.562097, 2.913536, 1.769410)
H (-5.257348, 2.677190, 4.772819)
H (-6.750615, 2.897742, 3.943283)
H (-6.647125, 4.475331, 6.033789)
H (-5.675230, 5.944042, 5.985463)
H (-4.921252, 4.364562, 6.139638)
H (-6.544263, 6.480473, 3.361292)
H (-7.502951, 5.086244, 3.517063)
H (-6.340498, 5.176510, 2.173604)
H (-4.133754, 5.354099, 1.190500)
H (-2.759866, 4.311647, 0.684171)
H (-2.454587, 5.604539, 1.637380)
C (-2.891441, -0.924258, -4.524957)
C (-2.879156, -0.632302, -6.037610)
C (-1.417931, -0.485634, -6.505004)
C (-0.588966, -1.811026, -6.581024)
C (-1.298696, -2.875740, -7.405568)
C (-2.718743, -3.196916, -6.994095)
N (-3.471243, -1.882792, -6.724255)
O (-4.919473, -1.957816, -6.640519)
C (-2.766050, -3.983899, -5.688136)
C (-3.517060, -3.994520, -8.173449)
C (-3.610794, 0.630064, -6.438677)
H (-2.198932, -1.697934, -4.193339)
H (-3.831719, -1.278971, -4.102873)
H (-2.620565, -0.005911, -4.004037)
H (-0.934166, 0.055032, -5.691523)
H (-1.316300, 0.025414, -7.462386)
H (-0.478518, -2.107863, -5.538055)
H (0.381206, -1.676286, -7.059261)
H (-0.657433, -3.757026, -7.420369)
H (-1.269133, -2.470589, -8.417040)
H (-3.759413, -3.937516, -5.241841)
H (-2.066625, -3.600820, -4.945059)
H (-2.629268, -5.037888, -5.929997)
H (-4.570759, -4.077106, -7.906981)
H (-3.144820, -5.013118, -8.282974)
H (-3.525239, -3.530505, -9.159716)
H (-3.108023, 1.487268, -5.990886)
H (-4.644356, 0.742210, -6.111150)
H (-3.686077, 0.828763, -7.507758)
C (3.998993, 3.714529, -3.019739)
C (5.462131, 4.298124, -2.671275)
C (6.010173, 3.618642, -1.312739)
C (6.556908, 2.210658, -1.521438)
C (7.601586, 2.163254, -2.573093)
C (7.183773, 2.713463, -4.002735)
N (6.476708, 4.071759, -3.781812)
O (6.637522, 5.090426, -4.746936)
C (6.103328, 1.742609, -4.664425)
C (8.488767, 2.956817, -4.780165)
C (5.326288, 5.859181, -2.363645)
H (3.245872, 4.074776, -2.318928)
H (3.818882, 2.658238, -2.819975)
H (3.638399, 3.958853, -4.018922)
H (5.130966, 3.566076, -0.670631)
H (6.771715, 4.250914, -0.856222)
H (5.752984, 1.493515, -1.687315)
H (7.047636, 1.900836, -0.598777)
H (8.015668, 1.156651, -2.631316)
H (8.425678, 2.672851, -2.073813)
H (5.367670, 1.303692, -3.990447)
H (6.610119, 0.980475, -5.256380)
H (5.664902, 2.108865, -5.592737)
H (9.191251, 2.136156, -4.925544)
H (9.132741, 3.747188, -4.394532)
H (8.233245, 3.015619, -5.838155)
H (6.267955, 6.397155, -2.254340)
H (4.711617, 6.080509, -1.491122)
H (4.900263, 6.366864, -3.229023)
C (-2.473453, -7.569789, 6.549053)
C (-1.702935, -6.301544, 6.582642)
C (-0.224367, -6.538692, 6.232273)
N (0.775086, -5.376160, 6.357168)
C (0.264052, -4.127435, 5.603667)
C (2.222970, -5.729251, 5.877238)
C (3.231376, -4.825816, 6.580880)
C (2.542247, -4.748543, 7.931955)
C (1.026504, -4.997942, 7.847481)
H (-3.461991, -7.329992, 6.940696)
H (-2.045283, -8.458518, 7.012654)
H (-2.636453, -7.718247, 5.481581)
H (-1.725383, -5.861521, 7.579619)
H (-2.093779, -5.570963, 5.874412)
H (-0.199371, -6.680167, 5.151778)
H (0.093120, -7.503446, 6.627933)
H (-0.112330, -4.406788, 4.619591)
H (1.015231, -3.349157, 5.469062)
H (-0.536204, -3.725074, 6.224790)
H (2.203778, -5.743719, 4.787496)
H (2.383806, -6.759122, 6.195981)
H (3.517509, -3.866712, 6.149206)
H (4.127122, -5.433577, 6.452877)
H (2.755625, -3.967928, 8.662170)
H (2.975550, -5.596047, 8.463084)
H (0.388086, -4.190116, 8.205173)
H (0.820646, -5.857564, 8.485277)

Atoms 1-3, force components in eV/Å:
N 0.14 0.35 -0.97
O 0.28 0.45 0.67
O -0.60 -0.98 -0.28

## Properties
**Molecular weight**: 659.0 g mol⁻¹
**Kohn-Sham gap**: 1.35 eV
**HOMO**: -11.013 eV
**Total charge**: +3
**Energy relative to the best compared isomer or geometry (same formula, charge and spin)**: 586.9 kJ/mol
**LUMO level**: -9.7 eV

DFT (ωB97M-V/def2-TZVPD) results for a 14-piece molecular cluster, C35H73Cl26N4O2 overall.

Cartesian coordinates (Å):
C (4.126552, -0.253329, -2.070408)
C (3.775218, -1.274031, -3.228654)
O (3.619316, -0.512762, -4.460762)
C (2.480176, -2.128422, -2.953600)
N (2.606358, -2.994357, -1.761290)
C (1.352735, -3.067680, -0.993979)
C (0.253942, -3.996325, -1.681872)
O (-1.036223, -3.469965, -1.312066)
C (-1.831468, -3.125996, -2.437975)
C (-3.163408, -2.477086, -1.854489)
N (-2.720680, -1.361604, -0.980485)
C (-1.887248, -0.436483, -1.648776)
N (-1.949918, 0.857921, -1.219928)
N (-0.995699, -0.716869, -2.707564)
C (-1.223787, -2.035446, -3.376362)
H (4.305787, 0.781345, -2.479388)
H (5.055019, -0.594409, -1.528320)
H (3.312377, -0.205800, -1.290884)
H (4.691242, -1.918989, -3.379804)
H (2.785116, -0.847805, -4.827312)
H (1.551064, -1.474903, -2.907654)
H (2.317671, -2.800810, -3.856381)
H (3.323917, -2.633915, -1.121788)
H (1.554517, -3.461540, 0.047021)
H (0.852881, -2.058039, -0.826956)
H (0.410030, -4.119524, -2.782443)
H (0.337310, -5.032652, -1.235516)
H (-2.163670, -4.015111, -3.051757)
H (-3.643118, -3.256064, -1.200509)
H (-3.844810, -2.142750, -2.686248)
H (-2.319717, -1.687876, -0.086846)
H (-1.226921, 1.251037, -0.625116)
H (-2.785174, 1.390773, -1.472154)
H (-1.173867, -0.012886, -3.438721)
H (-0.237081, -2.340828, -3.837911)
H (-1.918871, -1.895344, -4.257062)
Cl (-5.092442, 2.618102, -1.683752)
C (-4.275490, 4.136389, -2.139694)
C (-3.934828, 4.174867, -3.612362)
Cl (-2.653882, 3.005792, -4.032269)
H (-3.385613, 4.242695, -1.519505)
H (-4.959480, 4.949512, -1.895787)
H (-3.560856, 5.163328, -3.880774)
H (-4.803425, 3.961135, -4.230793)
Cl (-1.168181, -4.222802, 4.522258)
C (0.039625, -3.671559, 3.332060)
C (-0.233198, -2.265693, 2.848611)
Cl (-1.704602, -2.174579, 1.842592)
H (0.049359, -4.385339, 2.508000)
H (1.012866, -3.703808, 3.822740)
H (0.595394, -1.921499, 2.228349)
H (-0.349292, -1.569559, 3.678270)
Cl (3.028708, 2.097709, 0.167568)
C (4.427740, 2.827477, 1.007501)
C (5.745600, 2.427301, 0.383515)
Cl (6.118293, 0.704185, 0.647741)
H (4.379135, 2.540169, 2.057469)
H (4.303338, 3.909528, 0.943828)
H (6.556154, 2.997551, 0.838506)
H (5.756351, 2.616550, -0.689624)
Cl (-1.019362, -1.412527, 7.922174)
C (-2.715915, -0.907149, 7.741208)
C (-3.401934, -1.618091, 6.596944)
Cl (-2.768666, -1.104809, 5.009867)
H (-2.734217, 0.174894, 7.609136)
H (-3.218538, -1.144512, 8.679242)
H (-4.467848, -1.384072, 6.602172)
H (-3.291210, -2.699687, 6.670648)
Cl (-4.922312, 4.117141, -6.817880)
C (-3.840681, 4.030040, -8.231587)
C (-2.912563, 5.222012, -8.315620)
Cl (-3.784558, 6.725772, -8.702388)
H (-4.459079, 3.939869, -9.123924)
H (-3.257273, 3.114417, -8.127082)
H (-2.182441, 5.066261, -9.110900)
H (-2.372034, 5.375227, -7.381892)
Cl (0.669791, -7.732423, -2.999758)
C (2.061318, -7.474778, -4.083421)
C (2.352083, -6.006547, -4.295556)
Cl (1.077974, -5.200038, -5.250047)
H (1.855127, -7.983216, -5.025061)
H (2.919618, -7.956860, -3.616614)
H (3.283742, -5.888897, -4.850616)
H (2.451933, -5.476272, -3.347294)
Cl (4.844231, -10.119737, -1.103614)
C (6.237530, -9.866743, -2.183653)
C (6.532190, -8.398651, -2.396506)
Cl (5.261559, -7.592193, -3.352154)
H (6.032154, -10.374508, -3.125470)
H (7.094953, -10.350341, -1.714681)
H (7.464769, -8.284258, -2.950277)
H (6.631244, -7.867569, -1.450599)
Cl (3.733075, 5.721800, 2.846154)
C (2.041233, 6.252697, 2.670375)
C (1.332217, 5.536685, 1.543610)
Cl (1.958089, 6.012105, -0.056050)
H (2.039929, 7.331189, 2.522903)
H (1.543008, 6.037547, 3.614985)
H (0.271671, 5.790867, 1.556848)
H (1.424575, 4.453883, 1.633613)
Cl (-0.710873, 7.509023, 7.042326)
C (0.653071, 8.185347, 6.118952)
C (0.190688, 8.978359, 4.915815)
Cl (-0.530410, 7.936759, 3.661442)
H (1.306002, 7.362084, 5.828998)
H (1.204810, 8.835615, 6.798565)
H (1.041872, 9.483400, 4.456772)
H (-0.544876, 9.733201, 5.190752)
Cl (1.938414, 2.914194, 5.258127)
C (2.068105, 2.764725, 7.028879)
C (1.079623, 1.765547, 7.583632)
Cl (-0.601652, 2.336658, 7.455844)
H (1.929168, 3.753824, 7.464169)
H (3.084986, 2.436358, 7.246200)
H (1.275664, 1.598688, 8.643445)
H (1.149409, 0.807213, 7.069770)
Cl (3.207891, -4.527153, 4.329605)
C (4.572862, -4.246452, 3.218328)
C (4.836078, -2.772770, 2.996866)
Cl (3.531624, -1.989159, 2.065943)
H (4.356578, -4.759001, 2.281323)
H (5.448376, -4.714746, 3.669047)
H (5.754455, -2.643446, 2.422890)
H (4.945816, -2.238629, 3.939910)
Cl (-6.388746, 0.238827, -7.816147)
C (-8.026324, 0.587111, -7.205141)
C (-8.187072, 2.035691, -6.801089)
Cl (-7.235854, 2.435909, -5.350018)
H (-8.226268, -0.085408, -6.371741)
H (-8.722206, 0.349617, -8.010342)
H (-9.231173, 2.239428, -6.560854)
H (-7.883494, 2.711473, -7.600578)
Cl (-6.154812, 1.693061, 7.130465)
C (-5.077566, 1.646064, 5.711777)
C (-4.159323, 2.846917, 5.650977)
Cl (-5.043869, 4.352333, 5.298304)
H (-5.697683, 1.570175, 4.818995)
H (-4.485476, 0.735638, 5.794714)
H (-3.430222, 2.713594, 4.850571)
H (-3.617075, 2.984745, 6.586261)

Atoms 1-3, force components in eV/Å:
C -0.04 -0.59 0.26
C 0.54 0.71 0.34
O -0.87 -0.94 0.72

## Properties
**Molecular weight**: 1503.8 g mol⁻¹
**Kohn-Sham gap**: 7.82 eV
**HOMO**: -11.283 eV
**Total charge**: +1
**LUMO level**: -3.5 eV

DFT (ωB97M-V/def2-TZVPD) results for a 5-piece molecular cluster, C35H73N3O2S overall.

Cartesian coordinates (Å):
N (1.506399, -1.215285, 1.334959)
C (1.905852, -1.035692, -0.051690)
N (1.245949, -2.043360, -0.953934)
N (3.349440, -1.180810, -0.149214)
C (1.504441, 0.352999, -0.525048)
C (0.084957, 0.306175, -0.970915)
C (-0.931397, 0.653527, -0.175693)
C (-2.300907, 0.478627, -0.717226)
O (-3.227744, 1.227300, -0.472362)
C (-2.459429, -0.713530, -1.611216)
C (-3.746953, -1.457516, -1.511065)
C (-4.067647, -1.833937, -0.052893)
C (-4.238028, -3.336421, 0.136044)
S (-2.707773, -4.253159, -0.161076)
C (-1.449621, -1.022218, -2.426102)
C (-0.228402, -0.185566, -2.350549)
O (0.454796, 0.112059, -3.316713)
H (1.759406, -2.153994, 1.616292)
H (0.497616, -1.176344, 1.400379)
H (0.358984, -2.333662, -0.566697)
H (1.847165, -2.839799, -1.091399)
H (3.607433, -2.101930, 0.188955)
H (3.558179, -1.210097, -1.142300)
H (1.585914, 1.006769, 0.332864)
H (2.178942, 0.712294, -1.290754)
H (-0.799590, 1.022234, 0.827868)
H (-3.651855, -2.364041, -2.094626)
H (-4.546445, -0.835895, -1.894290)
H (-4.963343, -1.325274, 0.282131)
H (-3.276854, -1.521484, 0.622013)
H (-5.011747, -3.727392, -0.508591)
H (-4.579899, -3.509989, 1.148885)
H (-1.881746, -3.634838, 0.695717)
H (-1.504633, -1.850529, -3.111266)
C (2.756762, -7.539461, -5.854279)
C (1.956965, -6.267170, -6.121827)
C (2.606907, -5.009026, -5.549553)
C (2.760790, -4.999819, -4.028759)
C (1.464105, -5.166384, -3.241290)
C (0.474755, -4.030985, -3.488438)
H (2.852620, -7.739384, -4.786062)
H (2.267810, -8.404576, -6.304191)
H (3.760321, -7.463258, -6.277190)
H (0.942908, -6.382739, -5.729683)
H (1.851782, -6.139982, -7.202270)
H (2.025445, -4.137093, -5.861564)
H (3.597437, -4.883461, -5.998218)
H (3.226236, -4.054592, -3.732872)
H (3.462316, -5.784148, -3.728757)
H (1.714787, -5.190239, -2.175174)
H (0.993670, -6.128233, -3.461358)
H (0.922962, -3.071114, -3.235493)
H (-0.418789, -4.158864, -2.871812)
H (0.150754, -3.992501, -4.529914)
C (-6.834611, 7.020584, 2.024055)
C (-5.342118, 6.858716, 2.299238)
C (-4.533593, 6.476488, 1.060769)
C (-4.910244, 5.132585, 0.434124)
C (-4.809560, 3.935127, 1.376268)
C (-3.395774, 3.688069, 1.889639)
H (-7.284089, 6.089484, 1.676163)
H (-7.364199, 7.318996, 2.930063)
H (-7.008692, 7.786256, 1.265551)
H (-5.194207, 6.120393, 3.092259)
H (-4.952951, 7.803553, 2.687976)
H (-3.471367, 6.471471, 1.321066)
H (-4.651724, 7.257713, 0.303203)
H (-4.262533, 4.958274, -0.430413)
H (-5.928460, 5.186112, 0.038355)
H (-5.145589, 3.044665, 0.839690)
H (-5.492029, 4.058633, 2.222531)
H (-2.708250, 3.514641, 1.060667)
H (-3.374828, 2.806405, 2.533308)
H (-3.024965, 4.532499, 2.475040)
C (5.257395, -1.862101, -3.558934)
C (6.725681, -1.760616, -3.959047)
C (7.670267, -1.641593, -2.764527)
C (7.460964, -0.397101, -1.899524)
C (7.575234, 0.931335, -2.645365)
C (8.954642, 1.169314, -3.253908)
H (4.924474, -0.968420, -3.026782)
H (4.623452, -1.971397, -4.440341)
H (5.090522, -2.728661, -2.913943)
H (6.861112, -0.915437, -4.638640)
H (6.997074, -2.654057, -4.527492)
H (8.701790, -1.665820, -3.126514)
H (7.555595, -2.526626, -2.130496)
H (8.193992, -0.412350, -1.087176)
H (6.480621, -0.447455, -1.416712)
H (7.357015, 1.739690, -1.943044)
H (6.813433, 0.994532, -3.427002)
H (9.727090, 1.154169, -2.482537)
H (8.994875, 2.140587, -3.748658)
H (9.203977, 0.412198, -3.998783)
C (-2.033098, 1.096219, 8.790636)
C (-3.247840, 1.935713, 8.404108)
C (-3.548604, 1.915776, 6.906682)
C (-2.443188, 2.490408, 6.019484)
C (-2.044513, 3.931403, 6.332170)
C (-3.180840, 4.931024, 6.136613)
H (-1.120786, 1.465368, 8.320155)
H (-1.874973, 1.119966, 9.869720)
H (-2.170876, 0.054514, 8.494248)
H (-3.107580, 2.963357, 8.749575)
H (-4.122202, 1.553064, 8.937096)
H (-4.479796, 2.460143, 6.726095)
H (-3.740963, 0.883923, 6.595872)
H (-2.771518, 2.433609, 4.976835)
H (-1.554110, 1.856936, 6.088255)
H (-1.217497, 4.209430, 5.673664)
H (-1.659197, 4.006366, 7.352553)
H (-3.547997, 4.903444, 5.108083)
H (-2.836452, 5.945503, 6.342216)
H (-4.019394, 4.726790, 6.804029)

Atoms 1-3, force components in eV/Å:
N 0.22 0.10 0.02
C 0.05 -1.16 -0.34
N 0.32 0.73 0.20

## Properties
**Molecular weight**: 600.1 g mol⁻¹
**Kohn-Sham gap**: 8.74 eV
**HOMO**: -9.441 eV
**Energy relative to the best compared isomer or geometry (same formula, charge and spin)**: 9.8 kJ/mol
**LUMO level**: -0.7 eV
**SMILES**: NC(N)(N)CC1=CC(=O)C(CCCS)=CC1=O.CCCCCC.CCCCCC.CCCCCC.CCCCCC